{"formula": "C34H26BrN5O2PdS3", "method": "ωB97M-V/def2-TZVPD", "gap_ev": 3.953, "total_charge": -2, "e_above_lowest_kcal_mol": 32.1, "lumo_energy_ha": 0.133, "homo_ha": -0.012, "multiplicity": 1, "symbols": ["H", "H", "C", "C", "S", "H", "C", "H", "C", "H", "H", "H", "H", "H", "C", "C", "C", "H", "C", "H", "C", "C", "S", "O", "C", "C", "H", "Pd", "C", "N", "N", "C", "H", "C", "H", "C", "C", "C", "C", "H", "C", "H", "H", "C", "H", "H", "O", "C", "H", "C", "H", "C", "Br", "C", "C", "C", "H", "C", "H", "H", "H", "C", "C", "N", "H", "C", "S", "N", "C", "C", "N", "C"], "positions_angstrom": [[-5.364, 5.012, -3.649], [2.269, -3.027, 4.794], [-0.724, -5.747, 0.136], [-2.281, 3.633, -3.540], [-1.356, 1.325, 0.857], [-0.075, -8.620, -1.613], [-2.409, 5.292, -5.266], [3.831, 2.923, 3.879], [0.325, -5.847, 1.075], [1.231, 6.190, -2.433], [0.645, -3.350, 4.126], [-0.641, 4.155, -4.809], [-5.126, -4.705, -0.542], [-3.235, -6.207, -0.078], [2.136, -0.530, 3.594], [-3.737, 5.536, -4.950], [1.321, -2.575, 4.481], [0.877, -2.046, 5.330], [1.739, 5.667, -1.632], [0.535, 0.450, 1.203], [-3.061, -5.136, -0.133], [2.013, 0.398, 2.533], [-0.109, 0.863, -1.860], [1.377, -0.038, 1.428], [3.094, 4.373, 0.409], [-2.602, -2.456, -0.234], [0.134, -3.974, 1.635], [-0.098, -1.994, 0.917], [0.039, -7.864, -0.844], [0.497, -4.859, 2.047], [-1.565, 2.674, -2.776], [2.617, 1.647, 2.659], [3.463, 6.948, -1.729], [3.702, 5.464, -0.211], [-4.674, -2.239, -0.732], [-4.129, -4.300, -0.400], [-1.484, -3.258, 0.128], [2.575, 2.688, 1.617], [3.013, 6.099, -1.228], [0.135, 4.251, -1.336], [1.121, 4.585, -1.035], [-4.305, 6.274, -5.503], [4.685, 5.793, 0.103], [3.456, 1.033, 4.817], [2.942, -0.926, 5.545], [1.955, -7.015, 1.807], [1.508, -1.702, 3.387], [-3.878, -2.936, -0.488], [-1.930, 5.845, -6.065], [-1.757, -4.656, 0.085], [-4.052, 3.336, -2.385], [1.825, 3.949, -0.017], [4.453, 1.455, 6.388], [-0.600, 1.832, -3.213], [-0.815, -6.768, -0.814], [-1.674, 4.347, -4.566], [1.485, -4.711, 2.219], [-1.247, 1.696, -0.814], [-2.463, -1.381, -0.287], [0.607, 2.413, 0.833], [1.724, -8.804, 0.114], [3.354, 1.957, 3.815], [-4.330, 4.829, -3.913], [-1.939, 2.599, -1.438], [-1.578, -6.676, -1.577], [-3.609, 3.882, -3.205], [0.030, 1.640, -4.747], [3.538, 3.567, 1.439], [1.042, -7.961, 0.109], [1.174, -6.958, 1.054], [1.527, 2.864, 0.766], [2.852, -0.218, 4.735]]}

{"formula": "C34H26F3N2RuS2Si", "method": "ωB97M-V/def2-TZVPD", "gap_ev": [6.437, 6.439], "e_above_lowest_kcal_mol": 0.0, "lumo_energy_ha": [-0.024, -0.022], "homo_ha": [-0.260, -0.258], "multiplicity": 2, "s2": 0.7570, "symbols": ["C", "H", "H", "C", "C", "H", "N", "H", "C", "Si", "C", "H", "C", "H", "C", "C", "C", "C", "C", "C", "S", "C", "C", "C", "C", "C", "H", "C", "N", "H", "C", "C", "C", "C", "H", "F", "H", "C", "H", "H", "H", "H", "H", "C", "H", "C", "C", "H", "F", "H", "H", "C", "C", "Ru", "H", "S", "C", "C", "H", "C", "H", "C", "H", "H", "F", "C", "H", "H", "C"], "positions_angstrom": [[-4.296, -0.136, -2.975], [2.533, -3.789, 2.640], [1.799, 5.533, 3.811], [3.118, -0.214, 1.340], [-2.013, -1.673, -2.776], [0.305, 5.544, 1.839], [1.474, -0.844, -1.448], [1.412, -2.775, -0.745], [-5.484, 1.842, -2.320], [0.369, 0.550, 1.277], [-3.209, 1.506, -1.524], [-5.056, -1.682, -4.274], [2.030, -2.033, -1.232], [2.697, 3.386, 4.655], [-4.364, 2.254, -1.578], [-2.967, -1.774, 2.140], [2.041, 3.401, 3.793], [-0.826, -2.573, -2.643], [-3.449, -1.232, 3.325], [2.701, -2.785, 2.268], [1.220, 1.609, -1.975], [-4.214, -1.356, -3.675], [4.336, 1.055, -2.988], [1.808, -0.625, 1.613], [3.332, -2.315, -1.602], [3.990, -2.355, 1.993], [4.831, -3.019, 2.148], [0.699, 4.609, 2.216], [-2.042, -0.521, -2.130], [0.622, -2.276, 2.312], [-2.788, -0.164, 3.913], [0.861, 2.193, 2.045], [4.198, -1.061, 1.529], [1.706, 2.212, 3.160], [-4.339, -1.641, 3.785], [5.645, 0.741, -3.025], [-1.462, -1.686, 0.632], [-1.148, -0.161, 2.129], [5.106, -1.484, -2.480], [3.297, 0.794, 0.974], [-3.003, -3.057, -4.100], [5.202, -0.715, 1.313], [-0.285, 3.454, 0.725], [-5.456, 0.670, -3.019], [0.027, -2.167, -3.186], [4.081, -1.307, -2.186], [3.528, -0.049, -2.363], [-6.303, 0.341, -3.607], [3.952, 1.287, -4.258], [-6.367, 2.467, -2.336], [-1.052, -3.561, -3.041], [2.203, 0.153, -1.979], [-3.176, 0.265, -2.218], [-0.313, 0.383, -0.988], [-3.479, -2.607, 1.674], [-1.815, 2.077, -0.648], [1.623, -1.926, 2.083], [-1.651, 0.368, 3.318], [-1.155, 1.215, 3.779], [-1.827, -1.242, 1.557], [-0.542, -2.668, -1.598], [-3.089, -2.112, -3.583], [3.751, -3.293, -1.417], [2.110, 1.284, 3.546], [4.223, 2.210, -2.320], [0.365, 3.418, 1.587], [-4.396, 3.192, -1.038], [-3.163, 0.262, 4.835], [1.538, 4.603, 3.322]]}